Below is a 7-piece molecular cluster, H14N2O8 overall in a non-equilibrium geometry, with properties calculated with ωB97M-V/def2-TZVPD.

Values from the calculation:
electronic energy: -719.5648 Eh
ΔE to the lowest compared entry with this formula, charge and spin: 31.33 kcal/mol
frontier orbital gap: 0.3196 Eh

Geometry as ORCA input:
```
! RIJCOSX wB97M-V def2-TZVPD def2/J DEFGRID3
* xyz 0 1
N 1.606 -0.905 -2.798
H 1.156 -1.233 -3.532
H 0.976 -0.325 -2.314
H 2.303 -0.224 -3.155
H 2.073 -1.581 -2.178
N 0.100 0.570 0.060
O 0.774 -0.437 0.379
O -0.677 0.295 -0.912
O -0.150 1.520 0.764
O -0.025 3.254 2.664
H 0.033 2.582 1.922
H 0.832 3.742 2.323
O 2.014 -0.377 2.914
H 1.660 0.218 3.277
H 1.523 -0.658 2.192
O -1.801 -1.169 -3.150
H -2.279 -1.956 -2.919
H -1.759 -0.777 -2.233
O -3.315 1.776 0.893
H -2.406 1.724 0.552
H -3.910 1.205 0.480
O 0.138 -2.569 1.674
H 0.965 -2.783 1.990
H 0.171 -1.893 1.107
*
```

Below is a 11-piece molecular cluster, C33H95O40P7S4 overall in a non-equilibrium geometry, with properties calculated with ωB97M-V/def2-TZVPD.

Values from the calculation:
electronic energy: -8306.6230 Eh
SMILES: CCOS(C)(=O)=O.CCOS(C)(=O)=O.CCOS(C)(=O)=O.CCOS(C)(=O)=O.COP(=O)(OC)OC.COP(=O)(OC)OC.COP(=O)(OC)OC.COP(=O)(OC)OC.COP(=O)(OC)OC.COP(=O)(OC)OC.COP(=O)(OC)OC
ΔE to the lowest compared entry with this formula, charge and spin: 0.00 kcal/mol
frontier orbital gap: 0.3614 Eh

Geometry as ORCA input:
```
! RIJCOSX wB97M-V def2-TZVPD def2/J DEFGRID3
* xyz 0 1
O -20.550 -1.709 -11.354
S -20.358 -0.641 -10.401
O -21.013 0.634 -10.473
O -20.647 -1.281 -8.892
C -20.715 -0.437 -7.811
C -20.429 -1.399 -6.632
C -18.580 -0.314 -10.164
H -21.672 0.084 -7.821
H -19.939 0.328 -7.834
H -19.432 -1.798 -6.820
H -21.039 -2.302 -6.640
H -20.463 -0.943 -5.642
H -18.313 -1.078 -9.435
H -18.402 0.677 -9.747
H -18.253 -0.499 -11.187
O -17.702 -7.508 -9.762
S -17.646 -8.608 -10.749
O -17.635 -10.005 -10.275
O -18.999 -8.468 -11.758
C -19.366 -7.175 -12.288
C -19.326 -7.265 -13.855
C -16.271 -8.586 -11.977
H -18.604 -6.455 -11.988
H -20.277 -6.841 -11.791
H -19.667 -6.297 -14.221
H -19.994 -8.043 -14.225
H -18.354 -7.460 -14.307
H -16.552 -9.364 -12.687
H -15.356 -8.869 -11.456
H -16.174 -7.575 -12.373
O -23.157 -4.702 -11.729
S -22.854 -4.895 -13.134
O -22.326 -6.165 -13.602
O -24.207 -4.599 -14.098
C -25.382 -3.846 -13.592
C -25.066 -2.390 -13.402
C -21.743 -3.502 -13.783
H -25.649 -4.274 -12.626
H -26.176 -3.955 -14.331
H -24.710 -1.928 -14.323
H -24.393 -2.257 -12.555
H -25.977 -1.833 -13.184
H -20.950 -3.492 -13.036
H -22.276 -2.559 -13.910
H -21.531 -3.929 -14.763
O -15.372 -9.403 -8.247
S -15.192 -9.343 -6.772
O -14.463 -10.413 -6.109
O -14.596 -7.830 -6.292
C -14.875 -6.667 -7.085
C -15.366 -5.531 -6.163
C -16.835 -9.108 -6.131
H -15.663 -6.839 -7.818
H -14.088 -6.410 -7.794
H -16.263 -5.990 -5.748
H -15.460 -4.545 -6.618
H -14.688 -5.447 -5.314
H -16.831 -8.745 -5.103
H -17.377 -10.048 -6.234
H -17.310 -8.310 -6.701
C -27.133 -9.231 -8.726
O -27.770 -7.992 -8.923
P -28.664 -7.272 -7.792
O -28.456 -7.725 -6.370
O -28.345 -5.691 -8.061
C -27.003 -5.287 -7.956
O -30.211 -7.509 -8.251
C -31.234 -6.682 -7.713
H -26.696 -9.678 -9.619
H -27.734 -9.987 -8.221
H -26.269 -9.068 -8.081
H -26.842 -4.218 -8.094
H -26.420 -5.740 -8.758
H -26.627 -5.629 -6.992
H -30.849 -5.724 -7.362
H -31.788 -7.164 -6.907
H -32.043 -6.619 -8.440
C -24.091 -0.375 -9.866
O -24.814 -0.211 -8.668
P -26.422 -0.184 -8.555
O -27.074 -1.453 -8.843
O -26.752 0.346 -7.099
C -26.460 -0.415 -5.938
O -26.789 1.050 -9.547
C -26.329 2.376 -9.219
H -23.178 -0.933 -9.660
H -23.822 0.634 -10.177
H -24.649 -0.934 -10.616
H -27.423 -0.379 -5.428
H -25.748 0.153 -5.341
H -26.251 -1.471 -6.111
H -25.497 2.339 -8.515
H -27.149 3.012 -8.886
H -26.005 2.948 -10.088
C -23.369 -4.033 -4.480
O -24.587 -3.346 -4.636
P -25.735 -3.475 -3.517
O -26.974 -2.698 -3.717
O -25.966 -5.088 -3.636
C -26.597 -5.804 -2.522
O -24.935 -3.234 -2.134
C -24.300 -2.010 -1.998
H -22.476 -3.414 -4.391
H -23.264 -4.616 -5.395
H -23.361 -4.744 -3.654
H -27.376 -6.500 -2.833
H -27.152 -5.153 -1.846
H -25.828 -6.314 -1.942
H -24.385 -1.671 -0.965
H -24.720 -1.185 -2.574
H -23.227 -2.139 -2.136
C -15.078 -1.661 -10.081
O -16.179 -2.108 -10.916
P -16.841 -3.567 -10.467
O -16.993 -3.701 -8.999
O -15.844 -4.705 -11.120
C -14.720 -5.202 -10.395
O -18.166 -3.678 -11.420
C -17.874 -3.453 -12.837
H -14.983 -2.239 -9.162
H -15.372 -0.648 -9.806
H -14.102 -1.554 -10.554
H -14.762 -6.282 -10.540
H -14.894 -4.910 -9.360
H -13.822 -4.708 -10.766
H -18.600 -2.809 -13.335
H -17.918 -4.425 -13.328
H -16.904 -3.000 -13.043
C -23.678 -3.962 -8.209
O -22.496 -4.074 -7.524
P -21.618 -5.453 -7.481
O -22.258 -6.697 -6.981
O -21.211 -5.570 -9.040
C -20.392 -4.522 -9.685
O -20.297 -4.977 -6.741
C -19.095 -5.827 -6.763
H -24.463 -3.408 -7.694
H -24.017 -4.962 -8.481
H -23.495 -3.392 -9.119
H -20.187 -3.755 -8.938
H -20.823 -3.959 -10.513
H -19.405 -4.905 -9.945
H -19.195 -6.758 -7.320
H -18.818 -6.027 -5.728
H -18.281 -5.227 -7.172
C -20.913 -3.096 -0.121
O -19.727 -2.982 -0.938
P -19.649 -2.082 -2.302
O -20.904 -1.924 -3.061
O -18.388 -2.761 -3.054
C -18.354 -4.170 -3.220
O -19.059 -0.673 -1.747
C -19.017 0.410 -2.586
H -21.779 -2.640 -0.602
H -20.815 -2.530 0.805
H -21.074 -4.154 0.086
H -19.120 -4.694 -2.648
H -17.389 -4.356 -2.749
H -18.405 -4.522 -4.250
H -18.928 1.373 -2.084
H -19.856 0.446 -3.280
H -18.193 0.229 -3.276
C -20.289 -8.317 -4.409
O -19.847 -7.412 -3.434
P -20.507 -7.512 -1.890
O -19.897 -6.522 -0.927
O -20.452 -9.102 -1.524
C -20.301 -9.531 -0.157
O -22.090 -7.213 -2.091
C -22.814 -7.075 -0.869
H -20.614 -7.765 -5.290
H -21.008 -9.073 -4.093
H -19.384 -8.765 -4.821
H -19.747 -8.810 0.444
H -19.641 -10.388 -0.292
H -21.189 -9.838 0.395
H -22.816 -8.084 -0.456
H -23.811 -6.753 -1.168
H -22.306 -6.428 -0.153
*
```

Below is a 6-piece molecular cluster, C10H16Cl12O2 overall in a non-equilibrium geometry, with properties calculated with ωB97M-V/def2-TZVPD.

Values from the calculation:
electronic energy: -6063.3865 Eh
SMILES: ClC(Cl)Cl.ClC(Cl)Cl.ClC(Cl)Cl.ClC(Cl)Cl.CC(C)=O.CC(C)=O
ΔE to the lowest compared entry with this formula, charge and spin: 0.00 kcal/mol
frontier orbital gap: 0.3597 Eh

Geometry as ORCA input:
```
! RIJCOSX wB97M-V def2-TZVPD def2/J DEFGRID3
* xyz 0 1
C 4.116 -0.248 -3.418
Cl 2.890 1.052 -3.295
Cl 3.551 -1.724 -2.682
Cl 5.577 0.384 -2.712
H 4.319 -0.448 -4.447
C -4.260 -0.418 0.883
Cl -4.176 -0.346 2.648
Cl -5.042 1.068 0.262
Cl -5.064 -1.885 0.385
H -3.251 -0.455 0.505
C -2.022 4.605 -3.510
Cl -0.915 3.595 -4.467
Cl -2.182 4.052 -1.822
Cl -3.600 4.657 -4.277
H -1.567 5.593 -3.482
C -1.197 0.059 4.825
Cl -1.333 -1.682 4.995
Cl -0.783 0.473 3.188
Cl -0.156 0.707 6.096
H -2.190 0.467 5.017
C 1.676 -1.800 1.202
C 2.318 -3.133 1.305
O 3.160 -3.521 0.495
C 1.952 -3.947 2.510
H 0.643 -1.871 0.835
H 2.267 -1.127 0.586
H 1.640 -1.431 2.239
H 1.013 -3.603 2.928
H 2.738 -3.716 3.245
H 1.909 -5.004 2.290
C -0.719 0.445 -2.315
C -0.457 0.573 -0.849
O -1.053 -0.117 -0.047
C 0.522 1.638 -0.350
H 0.161 0.150 -2.876
H -1.005 1.450 -2.632
H -1.562 -0.216 -2.528
H 0.035 2.557 -0.653
H 1.486 1.613 -0.832
H 0.564 1.555 0.750
*
```

Below is a 3-piece molecular cluster, C4H12O3 overall in a non-equilibrium geometry, with properties calculated with ωB97M-V/def2-TZVPD.

Values from the calculation:
electronic energy: -385.2748 Eh
SMILES: C/C=C/CO.O.O
ΔE to the lowest compared entry with this formula, charge and spin: 29.48 kcal/mol
frontier orbital gap: 0.3751 Eh

Geometry as ORCA input:
```
! RIJCOSX wB97M-V def2-TZVPD def2/J DEFGRID3
* xyz 0 1
C 1.706 1.593 -0.488
C -1.634 -0.012 0.585
O -2.773 0.737 0.999
C -0.577 0.831 -0.060
C 0.719 0.575 0.038
H 1.810 1.526 -1.575
H 1.432 2.621 -0.297
H 2.722 1.441 -0.124
H -1.225 -0.632 1.373
H -2.051 -0.767 -0.093
H -2.602 1.057 1.890
H -0.948 1.730 -0.542
H 1.137 -0.203 0.662
H 1.018 -2.936 1.546
H -0.510 -3.145 2.045
O 0.364 -2.814 2.235
H 0.224 -0.032 -2.198
H 0.356 -0.919 -3.388
O 0.834 -0.653 -2.608
*
```

Below is one molecule with the formula C9H19ISi in a non-equilibrium geometry, with properties calculated with ωB97M-V/def2-TZVPD.

Values from the calculation:
electronic energy: -941.2942 Eh
ΔE to the lowest compared entry with this formula, charge and spin: 21.09 kcal/mol
<S²>: 2.009
frontier orbital gap (alpha / beta): 0.2773 / 0.2894 Eh

Geometry as ORCA input:
```
! RIJCOSX wB97M-V def2-TZVPD def2/J DEFGRID3
* xyz 0 3
C 0.330 -0.844 -0.387
C -0.408 -0.193 1.207
C 1.894 -1.812 -1.927
C 2.660 -0.090 -0.220
C 2.081 -2.460 0.431
C -2.999 0.183 -0.371
C -0.990 2.491 0.173
C -2.837 1.481 2.479
C 1.706 -1.307 -0.478
Si -1.893 0.982 0.896
I 0.882 0.128 2.838
H -0.494 -0.822 -1.061
H 1.512 -1.189 -2.693
H 1.398 -2.772 -2.069
H 2.891 -1.926 -2.155
H 3.438 -0.196 -0.912
H 2.128 0.744 -0.485
H 2.881 -0.098 0.841
H 1.303 -2.461 1.297
H 3.246 -2.281 0.676
H 2.036 -3.379 -0.224
H -2.415 0.335 -1.316
H -3.092 -0.851 -0.418
H -3.958 0.697 -0.250
H 0.036 2.474 0.191
H -1.141 2.548 -0.875
H -1.224 3.480 0.506
H -2.266 1.692 3.474
H -3.454 2.358 2.196
H -3.625 0.699 2.907
*
```

Below is C31H24Cl2MoN4O4 as an isolated structure, with properties calculated with ωB97M-V/def2-TZVPD.

Values from the calculation:
electronic energy: -2703.9477 Eh
<S²>: 2.016
frontier orbital gap (alpha / beta): 0.2440 / 0.2447 Eh

Geometry as ORCA input:
```
! RIJCOSX wB97M-V def2-TZVPD def2/J DEFGRID3
* xyz 2 3
Mo 0.575 -0.025 -0.107
Cl -0.984 7.155 -0.043
C -0.474 5.530 -0.298
C 0.117 5.177 -1.519
C 0.546 3.890 -1.748
C 0.388 2.908 -0.767
O 0.835 1.680 -1.029
C -0.220 3.252 0.458
C -0.443 2.331 1.523
N -0.215 1.050 1.518
C -0.473 0.253 2.691
C -0.852 0.735 3.915
C -1.156 -0.148 4.973
C -1.104 -1.500 4.795
C -0.708 -2.030 3.545
C -0.683 -3.416 3.265
C -0.335 -3.859 2.020
C 0.048 -2.917 1.054
N 0.081 -1.621 1.299
C -0.350 -1.148 2.511
C -0.639 4.584 0.678
H 0.235 5.934 -2.283
H 1.008 3.619 -2.687
H -0.860 2.768 2.425
H -0.940 1.795 4.104
H -1.451 0.265 5.927
H -1.369 -2.176 5.597
H -0.966 -4.116 4.042
H -0.345 -4.908 1.764
H 0.321 -3.230 0.053
H -1.097 4.854 1.621
C 4.467 0.747 1.762
C 3.644 -0.181 0.940
O 2.428 0.074 0.741
N 4.166 -1.274 0.417
C 3.355 -2.199 -0.375
C 2.893 -1.644 -1.705
C 3.697 -1.798 -2.818
C 3.235 -1.395 -4.064
C 1.957 -0.880 -4.160
C 1.212 -0.739 -3.005
N 1.668 -1.085 -1.792
H 4.095 0.725 2.787
H 4.340 1.758 1.378
H 5.521 0.481 1.753
H 5.125 -1.504 0.627
H 2.504 -2.513 0.228
H 3.966 -3.078 -0.563
H 4.671 -2.257 -2.714
H 3.858 -1.505 -4.941
H 1.532 -0.585 -5.109
H 0.214 -0.324 -3.034
Cl -7.315 0.791 -2.552
C -5.756 0.147 -2.204
C -5.433 -1.129 -2.648
C -4.181 -1.642 -2.364
C -3.257 -0.876 -1.653
C -3.595 0.404 -1.218
C -4.849 0.917 -1.486
C -1.939 -1.476 -1.386
O -1.631 -2.633 -1.473
O -1.003 -0.572 -0.956
H -6.158 -1.704 -3.206
H -3.910 -2.637 -2.690
H -2.881 0.998 -0.665
H -5.135 1.904 -1.150
*
```

Below is one molecule with the formula C13H16NO4P, with properties calculated with ωB97M-V/def2-TZVPD.

Values from the calculation:
electronic energy: -1202.1217 Eh
SMILES: CCC[C@H](C)c1ccc2c(c1P(O)O)C(=O)NC2=O
frontier orbital gap: 0.3159 Eh

Geometry as ORCA input:
```
! RIJCOSX wB97M-V def2-TZVPD def2/J DEFGRID3
* xyz 0 1
C -1.806 -1.540 -2.740
C -2.027 -0.086 -2.313
C -0.727 0.731 -2.255
C -0.634 1.637 -0.999
C 0.366 2.800 -1.169
C -0.403 0.771 0.229
C -1.494 0.618 1.091
C -1.465 -0.182 2.217
C -0.294 -0.853 2.480
C 0.818 -0.714 1.651
C 0.804 0.089 0.514
P 2.262 0.258 -0.636
O 3.181 1.266 0.308
O 3.053 -1.143 -0.426
C 1.900 -1.567 2.279
O 3.099 -1.486 2.242
N 1.197 -2.462 3.111
C 0.046 -1.800 3.582
O -0.446 -1.916 4.671
H -1.042 -2.011 -2.118
H -1.513 -1.599 -3.789
H -2.726 -2.112 -2.599
H -2.496 -0.105 -1.324
H -2.747 0.391 -2.983
H 0.119 0.042 -2.234
H -0.602 1.336 -3.155
H -1.628 2.077 -0.885
H 0.658 2.882 -2.217
H -0.091 3.753 -0.898
H 1.284 2.683 -0.597
H -2.409 1.150 0.858
H -2.319 -0.290 2.874
H 2.714 1.502 1.117
H 3.634 -1.102 0.349
H 1.733 -3.018 3.765
*
```

Below is C4H4EuLiO5 as an isolated structure in a non-equilibrium geometry, with properties calculated with ωB97M-V/def2-TZVPD.

Values from the calculation:
electronic energy: -1248.9152 Eh
<S²>: 20.014
frontier orbital gap (alpha / beta): 0.2525 / 0.3036 Eh

Geometry as ORCA input:
```
! RIJCOSX wB97M-V def2-TZVPD def2/J DEFGRID3
* xyz 0 9
O -1.211 1.976 -0.449
O -1.262 0.287 0.936
C 2.229 -1.835 -0.423
C 3.450 -1.017 -0.146
O 3.077 0.326 0.051
C -1.866 1.150 0.241
H 1.857 -2.560 0.306
H 1.653 -1.666 -1.338
H 4.158 -1.095 -0.994
H 3.972 -1.408 0.747
O -4.030 0.120 0.490
O -3.982 2.252 -0.082
C -3.415 1.177 0.218
Eu 1.032 1.069 0.248
Li -5.664 1.224 0.197
*
```

Below is a 2-piece molecular cluster, C8H6NO4S overall in a non-equilibrium geometry, with properties calculated with ωB97M-V/def2-TZVPD.

Values from the calculation:
electronic energy: -1062.1713 Eh
ΔE to the lowest compared entry with this formula, charge and spin: 33.12 kcal/mol
<S²>: 2.025
frontier orbital gap (alpha / beta): 0.2536 / 0.2578 Eh

Geometry as ORCA input:
```
! RIJCOSX wB97M-V def2-TZVPD def2/J DEFGRID3
* xyz -1 3
C -1.462 -0.193 0.378
C -1.406 -0.483 -0.971
C -1.870 1.053 0.837
C -1.665 0.580 -1.924
C -2.176 2.069 -0.086
C -2.035 1.806 -1.406
C 2.181 -2.562 0.692
C 0.907 0.830 0.276
N 1.767 -0.111 0.220
O 2.984 -2.178 1.496
O 3.209 0.135 0.382
O 1.726 -3.580 0.258
O 1.503 -1.350 -0.163
S 0.957 2.393 0.111
H -1.025 -1.080 0.982
H -1.060 -1.538 -1.257
H -1.962 1.281 1.894
H -1.339 0.494 -2.930
H -2.712 2.959 0.195
H 3.478 -0.526 1.014
*
```